Formula: C6H5IO
Source: the Open Molecules 2025 dataset
Level of theory: ωB97M-V/def2-TZVPD

Structure (ORCA input):
```
! wB97M-V def2-TZVPD RIJCOSX def2/J DEFGRID3
* xyz 0 1
C 0.2561 1.1111 0.4145
C -1.1973 1.1228 0.3909
C 0.9698 0.0253 0.2083
C -2.0348 0.1542 0.1740
C 0.3786 -1.2533 -0.1173
C -1.1171 -1.3615 -0.1469
O -0.3710 -2.0261 0.7869
I -4.0807 0.0056 -0.1331
H 0.6088 2.1178 0.5684
H -1.4365 2.2014 0.4495
H 2.0423 0.0251 0.1947
H 1.1304 -1.8737 -0.6831
H -1.8327 -1.9162 -0.7705
*
```

Output
Frontier orbital gap: 9.216 eV
E_tot: -604.4304 Eh
SMILES: IC1=CC=C[C@H]2O[C@@H]12
HOMO level: -0.327 Eh
ΔE to the lowest compared entry with this formula, charge and spin: 1.8058 eV

These are the Löwdin partial charges, in e, on atoms 1 to 6:
1. C -0.0816
2. C -0.2104
3. C -0.0530
4. C -0.6534
5. C -0.2540
6. C -0.2006